{
  "formula": "C51H77N7O14S4",
  "method": "the ωB97M-V functional and the def2-TZVPD basis",
  "species": ["H", "C", "H", "C", "H", "C", "H", "O", "H", "C", "C", "N", "C", "C", "C", "C", "H", "C", "C", "H", "H", "H", "C", "H", "H", "H", "H", "C", "O", "C", "C", "C", "H", "O", "C", "N", "H", "H", "H", "H", "C", "C", "H", "H", "H", "N", "H", "H", "C", "C", "N", "C", "H", "S", "H", "H", "C", "C", "H", "N", "H", "C", "H", "H", "H", "H", "O", "C", "H", "C", "H", "H", "H", "H", "H", "C", "H", "H", "H", "H", "H", "H", "S", "H", "C", "H", "C", "H", "O", "O", "C", "O", "C", "C", "H", "H", "H", "O", "C", "O", "H", "S", "H", "C", "H", "H", "H", "H", "H", "C", "C", "C", "C", "H", "C", "H", "C", "C", "N", "H", "C", "C", "H", "O", "S", "N", "H", "O", "H", "C", "H", "H", "H", "H", "H", "H", "C", "H", "C", "H", "C", "H", "C", "H", "H", "H", "C", "H", "O", "O", "O", "H", "C"],
  "positions_angstrom": [[1.211, 6.190, 3.742], [-1.247, 3.874, 3.355], [-5.466, 1.565, -5.967], [-4.243, -1.609, -6.363], [-1.186, -1.148, 7.510], [-4.950, 1.570, -1.234], [-5.519, 3.691, -1.008], [1.761, 6.467, -3.686], [-1.349, 0.829, 4.930], [-4.776, 0.714, -6.054], [-5.194, -0.608, -6.169], [-2.915, -1.330, -6.483], [-2.393, -0.551, 2.351], [-3.411, 1.011, -6.175], [2.083, 1.856, -3.826], [2.824, 6.082, -0.114], [-1.526, -3.723, 9.304], [-0.456, 0.180, 1.312], [0.375, 3.969, 1.574], [-4.374, -4.133, -2.812], [2.345, -4.742, 0.565], [-0.931, -1.556, 4.920], [-2.513, -0.052, -6.307], [5.661, 0.066, -0.893], [0.397, -3.272, -3.807], [2.766, 8.059, 0.876], [-0.466, 0.001, -0.892], [3.986, 5.206, -2.986], [3.010, -3.735, -3.482], [-3.273, 1.006, -2.604], [-1.602, -5.334, 0.876], [0.886, -2.415, -4.235], [-2.844, -0.733, 3.310], [0.075, 2.936, -5.063], [-1.405, -2.121, 7.002], [2.000, 0.060, 6.033], [4.540, 5.980, -3.483], [-2.191, -2.096, 9.692], [-3.941, -1.433, 1.199], [-2.141, -3.290, 1.365], [2.123, 0.014, -6.488], [-1.949, 0.659, 5.808], [3.039, 0.524, -6.852], [-2.990, 1.979, -6.273], [-2.268, 2.625, -3.586], [-5.080, -3.850, 0.461], [-6.235, -0.847, -6.081], [4.367, 7.470, 0.742], [1.475, -0.788, -7.640], [3.319, 7.134, 0.879], [1.065, 4.910, 2.211], [-1.818, -1.744, 5.613], [-0.044, -3.081, 2.857], [4.111, 1.582, -0.076], [-3.704, 4.372, -2.661], [-1.387, 2.735, 1.540], [2.537, -3.776, 0.002], [-3.054, 2.330, -2.908], [-4.531, -2.649, -6.473], [0.218, -6.312, 2.094], [-0.985, -7.315, 0.699], [1.519, -3.614, -1.092], [2.838, -2.732, 4.262], [-1.454, 0.141, -6.352], [-0.895, 5.351, 4.846], [6.583, 0.864, 0.899], [4.645, 1.505, 1.472], [-0.748, -6.409, 1.222], [-5.963, -6.937, 0.003], [-0.508, 4.872, 3.967], [2.693, 2.783, -4.197], [-2.759, 1.346, 5.852], [1.957, -1.770, -7.665], [2.716, 0.986, -3.759], [1.621, -0.329, -8.625], [-4.822, 2.971, -1.460], [3.238, 6.820, 1.907], [-6.015, -5.167, 1.657], [0.377, -0.940, -7.511], [3.801, 4.486, -3.725], [-5.695, 1.189, -0.556], [2.505, -1.208, 2.341], [0.686, 1.656, -4.892], [0.284, -1.516, -3.924], [-0.925, -0.192, 0.066], [-4.175, -2.557, -0.938], [-2.226, -0.755, 0.014], [1.837, 5.649, 0.181], [2.682, 1.781, -0.076], [3.229, -1.265, -3.527], [1.955, 0.901, 4.897], [1.249, 1.176, -6.242], [-2.297, -3.039, 9.076], [2.398, -1.150, 5.761], [3.538, -3.835, -0.489], [1.692, 2.135, -2.847], [0.508, -3.500, -0.747], [-2.613, -0.573, 5.627], [6.630, 1.652, 2.935], [2.709, 6.763, -1.425], [4.051, 0.046, -1.739], [2.434, -2.456, -3.300], [2.011, 1.190, 2.715], [-1.464, -4.145, 1.571], [0.533, 0.631, 1.457], [6.293, 2.630, 1.087], [6.060, 2.428, 3.440], [-2.231, 3.555, 3.759], [0.846, 3.600, 0.644], [-2.955, -0.998, 1.186], [-3.874, 3.319, -2.363], [-5.592, -5.991, -0.272], [-0.793, 3.429, 2.084], [1.126, -2.513, -5.297], [2.468, -0.832, 3.377], [1.599, -4.451, -1.790], [-0.326, -3.989, 2.345], [-5.176, -5.725, -1.569], [-1.186, 0.044, 2.450], [-5.333, -6.400, -2.367], [0.405, -5.107, 2.664], [2.173, 0.521, 3.606], [2.292, -0.601, -5.587], [-2.496, -2.755, 7.702], [2.305, 5.750, -2.598], [-4.164, 0.619, -1.734], [2.649, -1.811, 6.596], [1.516, 4.606, -2.192], [1.099, -5.084, 3.454], [-4.660, -3.554, -0.803], [4.251, -0.828, -0.129], [1.841, 1.988, 5.161], [-0.511, -2.811, 6.984], [-3.189, -3.535, 9.445], [-2.597, -0.872, -1.015], [3.565, 5.306, -0.251], [2.627, -1.702, 4.453], [-2.790, 0.156, -3.122], [0.605, 5.357, 3.362], [-1.294, 0.699, 6.711], [-4.751, -4.471, -1.852], [6.380, 0.718, 3.373], [6.138, 1.651, 1.544], [-2.499, -2.496, 5.197], [2.448, -2.946, 0.690], [-2.350, -5.483, 0.090], [-5.595, -4.995, 0.698], [4.564, 4.774, -2.160], [4.843, 2.568, -0.836], [-0.086, 0.572, -4.334], [1.903, -2.431, -1.846], [7.723, 1.845, 2.984], [4.555, 0.035, -0.751]],
  "mulliken_charge": [0.341, -0.111, 0.395, -0.396, 0.257, -0.561, 0.436, -0.680, -0.070, -0.297, -0.402, -0.534, -0.668, -0.555, -0.205, 0.821, 0.326, -1.257, -0.063, 0.478, 0.309, 0.011, 0.369, 0.519, 0.558, 0.389, 1.004, -0.686, -0.710, 0.045, -0.164, -0.823, 0.526, -0.767, -0.479, -0.558, 0.397, 0.277, 0.694, 0.075, 0.770, -0.254, 0.278, 0.471, 0.412, -0.303, 0.411, 0.369, -1.230, -1.578, -0.056, 0.193, 0.567, 0.751, 0.406, 0.527, -0.566, -0.385, 0.414, -0.605, 0.378, -0.365, 0.492, 0.121, 0.420, 0.295, 0.089, -0.445, 0.438, -0.935, -0.036, 0.227, 0.411, 0.011, 0.372, -0.502, 0.319, 0.423, 0.173, 0.217, 0.413, 0.060, 1.318, -0.004, -0.807, 0.248, 0.398, 0.043, -0.177, -0.698, -0.727, -0.432, -0.777, -0.463, 0.387, 0.105, 0.231, -0.489, -1.334, -0.395, -0.165, 1.128, -0.031, 0.337, 0.353, 0.309, 0.313, 0.418, 0.493, -1.231, -0.593, -0.443, -0.839, 0.420, 0.739, 0.543, -0.061, -0.439, 0.768, 0.466, -0.873, 0.332, -0.544, -0.352, 1.132, -0.208, 0.410, -0.380, 0.473, 0.168, 0.244, 0.307, 0.315, 0.268, 0.067, -0.088, -0.518, 0.604, -0.194, 0.278, -0.678, 0.346, -0.197, 0.259, -0.246, 0.312, -0.327, 0.184, -0.701, -0.339, -0.159, 0.372, -0.591],
  "homo_ha": -0.3388,
  "smiles": "CCOS(C)(=O)=O.CCOS(C)(=O)=O.CCOS(C)(=O)=O.CCOS(C)(=O)=O.c1ccncc1.c1ccncc1.c1ccncc1.c1ccncc1.c1ccncc1.c1ccncc1.c1ccncc1.COCCOC",
  "total_energy_ha": -5018.7146,
  "mol_weight_g_mol": 1140.5,
  "multiplicity": 1
}



{
  "formula": "C13H37N3O7",
  "method": "the ωB97M-V functional and the def2-TZVPD basis",
  "species": ["C", "C", "H", "C", "C", "H", "H", "H", "H", "C", "C", "H", "H", "H", "H", "H", "O", "C", "O", "C", "C", "O", "H", "H", "C", "H", "H", "H", "H", "H", "N", "C", "H", "H", "H", "H", "H", "H", "O", "H", "H", "H", "H", "H", "O", "H", "O", "C", "C", "H", "H", "H", "O", "N", "H", "H", "H", "H", "H", "N"],
  "positions_angstrom": [[2.523, -2.948, 3.049], [-1.262, -0.727, 3.379], [0.774, -0.622, 1.300], [0.971, 2.383, 1.997], [-0.668, -1.620, -2.254], [-3.407, 5.660, -1.666], [4.111, -1.528, 4.202], [1.160, -2.328, -3.327], [0.000, 3.370, 3.187], [0.716, -1.379, -2.734], [-1.506, 3.532, -2.099], [1.571, -3.147, 2.463], [-1.266, 0.375, -1.705], [0.550, -2.227, 4.473], [-3.890, 4.358, -2.647], [0.679, -0.496, -3.352], [2.010, 2.126, 1.418], [0.862, -1.288, 4.060], [0.944, 3.253, 3.008], [-0.140, 2.677, -3.922], [-3.271, 5.126, -2.606], [-2.001, 4.530, -2.984], [-1.683, -5.445, -1.054], [1.063, -0.492, 4.657], [2.327, -1.550, 3.613], [-3.611, 5.713, -3.476], [-1.394, -1.715, -3.218], [1.393, -1.460, -1.853], [-2.213, 2.751, -1.981], [-1.327, 0.193, 3.890], [3.295, -1.321, 4.712], [-0.112, 3.107, -2.466], [-1.367, 3.925, -1.252], [-1.992, -0.994, -0.977], [2.625, -3.815, 3.734], [3.312, -3.121, 2.472], [-1.745, -2.738, -0.793], [1.395, 2.185, -1.560], [0.110, -1.145, 2.923], [-1.777, -0.836, 2.556], [-0.086, -5.687, -0.842], [0.917, 2.312, -4.200], [0.553, 3.968, -2.484], [3.153, -0.286, 4.976], [-0.677, -4.094, -2.226], [2.619, -0.847, 2.847], [0.878, -0.282, 0.439], [-0.885, -5.372, -1.471], [-0.861, -2.935, -1.379], [0.138, 2.325, -0.845], [1.156, 0.699, 0.678], [-0.839, -6.208, -2.182], [-0.025, 1.791, 1.675], [-1.063, -0.619, -1.275], [-1.036, 1.981, -4.131], [-0.106, -0.331, -0.027], [-0.304, 3.574, -4.485], [-1.631, -1.384, 4.136], [0.054, -2.926, -0.730], [0.281, 1.994, -1.638]],
  "mulliken_charge": [-1.665, -1.092, 0.377, 0.799, 0.292, 0.296, 0.303, 0.316, 0.318, -1.035, -1.291, 0.188, -0.073, 0.396, 0.466, 0.263, -0.753, -1.122, -0.551, -1.491, -0.983, -0.329, 0.553, 0.483, 0.727, 0.299, 0.325, 0.147, 0.472, 0.312, -0.802, 0.293, 0.775, 0.293, 0.398, 0.556, 0.409, 0.305, -0.204, 0.332, 0.354, 0.253, 0.471, 0.297, -0.347, 0.339, -0.101, -1.120, -0.553, 0.132, 0.200, 0.314, -0.698, -0.448, 0.215, 0.603, 0.571, 0.436, 0.170, -0.395],
  "homo_ha": -0.3120,
  "total_energy_ha": -1208.1696,
  "e_above_lowest_kj_mol": 613.3,
  "mol_weight_g_mol": 347.5,
  "multiplicity": 1
}



{
  "formula": "C3H10N4O",
  "method": "the ωB97M-V functional and the def2-TZVPD basis",
  "species": ["H", "H", "N", "H", "C", "H", "H", "C", "H", "H", "N", "O", "H", "H", "N", "C", "N", "H"],
  "positions_angstrom": [[2.342, -1.004, -0.146], [0.398, -1.228, 2.070], [-0.152, -0.398, 2.241], [0.422, -0.405, -2.901], [-0.279, 0.355, 1.068], [-1.002, -0.588, 2.751], [-0.591, -1.915, -0.144], [0.716, -0.252, -0.759], [-0.386, 0.994, -2.137], [-1.562, -0.667, -0.730], [-1.277, 1.374, 1.229], [1.708, -1.220, -0.844], [-1.217, 1.770, 2.159], [1.365, 0.998, -2.354], [0.838, 0.616, 0.328], [0.504, 0.368, -2.136], [-0.698, -0.912, -0.252], [-1.128, 2.114, 0.556]],
  "mulliken_charge": [0.403, 0.248, -0.605, 0.346, 0.583, 0.235, 0.271, 0.866, 0.310, 0.262, -0.643, -0.560, 0.290, 0.309, -0.739, -1.323, -0.538, 0.287],
  "homo_ha": -0.2791,
  "total_energy_ha": -414.5087,
  "e_above_lowest_kj_mol": 274.4,
  "mol_weight_g_mol": 118.1,
  "multiplicity": 1
}



{
  "formula": "C5H6S",
  "method": "the ωB97M-V functional and the def2-TZVPD basis",
  "species": ["H", "H", "H", "S", "C", "C", "C", "C", "H", "C", "H", "H"],
  "positions_angstrom": [[0.935, 1.033, 1.006], [-2.866, -1.434, 0.638], [1.033, 1.515, -0.669], [-0.135, -0.683, -0.341], [1.050, 0.658, -0.013], [3.371, -0.645, 0.081], [-1.663, 0.051, -0.263], [-2.831, -0.392, 0.274], [-3.787, 0.160, 0.109], [2.317, 0.029, -0.009], [-1.684, 1.011, -0.755], [4.259, -1.302, -0.059]],
  "mulliken_charge": [0.280, 0.231, 0.341, -0.091, -0.439, -0.120, -0.176, -0.539, 0.251, -0.360, 0.253, 0.370],
  "homo_ha": -0.3167,
  "smiles": "C#CCSC=C",
  "total_energy_ha": -592.1832,
  "e_above_lowest_kj_mol": 232.9,
  "mol_weight_g_mol": 98.2,
  "multiplicity": 1
}



Number 1: lowest unoccupied orbital energy 0.21 eV. Number 2: lowest unoccupied orbital energy 0.46 eV. Number 3: lowest unoccupied orbital energy 0.78 eV. Number 4: lowest unoccupied orbital energy 1.03 eV.